{"formula": "C52H116N4O14S7", "method": "the ωB97M-V functional and the def2-TZVPD basis", "de_lowest_kcal_mol": 146.9, "homo_lumo_gap_ev": 8.12, "energy_ha": -6110.112936, "homo_ev": -7.979, "elements": ["O", "S", "O", "C", "C", "C", "C", "H", "H", "H", "H", "H", "H", "H", "H", "O", "S", "O", "C", "C", "C", "C", "H", "H", "H", "H", "H", "H", "H", "H", "O", "S", "O", "C", "C", "C", "C", "H", "H", "H", "H", "H", "H", "H", "H", "O", "S", "O", "C", "C", "C", "C", "H", "H", "H", "H", "H", "H", "H", "H", "O", "S", "O", "C", "C", "C", "C", "H", "H", "H", "H", "H", "H", "H", "H", "O", "S", "O", "C", "C", "C", "C", "H", "H", "H", "H", "H", "H", "H", "H", "O", "S", "O", "C", "C", "C", "C", "H", "H", "H", "H", "H", "H", "H", "H", "C", "C", "N", "C", "C", "C", "C", "H", "H", "H", "H", "H", "H", "H", "H", "H", "H", "H", "H", "H", "H", "H", "C", "C", "N", "C", "C", "C", "C", "H", "H", "H", "H", "H", "H", "H", "H", "H", "H", "H", "H", "H", "H", "H", "C", "C", "N", "C", "C", "C", "C", "H", "H", "H", "H", "H", "H", "H", "H", "H", "H", "H", "H", "H", "H", "H", "C", "C", "N", "C", "C", "C", "C", "H", "H", "H", "H", "H", "H", "H", "H", "H", "H", "H", "H", "H", "H", "H"], "xyz": [[1.30587, -9.49256, 2.81651], [2.05749, -8.23364, 2.91266], [1.42708, -6.93307, 2.75865], [2.79577, -8.09359, 4.62651], [4.20263, -7.57030, 4.42641], [4.74315, -8.36564, 3.15711], [3.73297, -8.21630, 2.02485], [2.87636, -9.07255, 5.09899], [2.04493, -7.54805, 5.19810], [4.27494, -6.50435, 4.21052], [4.85369, -7.65102, 5.29687], [4.87658, -9.33551, 3.63631], [5.67860, -7.93268, 2.80275], [3.72797, -8.89846, 1.17472], [3.65352, -7.17685, 1.70652], [-1.74125, 1.24876, 1.51958], [-0.34860, 0.83369, 1.49442], [0.69684, 1.66545, 2.00514], [-0.23353, -0.80594, 2.42890], [-0.45654, -1.82980, 1.20212], [0.17690, -1.29698, -0.15983], [0.06288, 0.24161, -0.18899], [-0.81400, -0.83163, 3.35113], [0.80995, -0.94696, 2.71059], [-0.11383, -2.83755, 1.43681], [-1.53990, -1.80601, 1.08431], [-0.49049, -1.72070, -0.91026], [1.13098, -1.75514, -0.42043], [-0.58387, 0.49941, -1.02765], [1.03848, 0.63615, -0.47297], [0.92777, -1.88512, 8.81930], [2.34841, -2.13464, 8.60371], [2.95616, -1.94858, 7.30366], [3.42964, -1.43290, 9.92532], [4.31979, -2.58581, 10.56736], [4.17525, -3.79436, 9.67901], [2.71639, -3.82526, 9.26333], [2.68420, -1.21812, 10.69102], [3.82590, -0.46378, 9.62219], [5.28546, -2.15621, 10.83383], [3.83726, -2.93510, 11.48019], [4.60367, -4.68768, 10.13348], [4.82925, -3.66349, 8.81688], [2.01490, -3.85907, 10.09693], [2.41460, -4.48515, 8.44997], [0.12138, 9.97887, -1.02935], [0.72932, 9.18754, 0.08337], [2.08178, 9.48077, 0.45661], [-0.29065, 9.22409, 1.57697], [-1.00631, 7.77678, 1.45936], [-0.07896, 6.65978, 0.91987], [0.46050, 7.40419, -0.34072], [-0.82237, 10.16832, 1.69446], [0.38221, 9.33818, 2.42688], [-1.32375, 7.40674, 2.43425], [-1.90709, 7.74740, 0.84632], [-0.72353, 5.82763, 0.63675], [0.71079, 6.50878, 1.65581], [-0.24510, 7.48635, -1.16745], [1.32318, 6.99824, -0.86901], [-3.67047, 4.81981, -2.76211], [-5.11185, 4.73367, -2.87106], [-5.65053, 4.30926, -4.13999], [-5.64402, 3.60321, -1.48195], [-6.64101, 4.27206, -0.53608], [-6.50006, 5.79336, -0.75758], [-6.07515, 6.10747, -2.22947], [-4.68508, 3.47109, -0.98088], [-5.79535, 2.62584, -1.94016], [-7.62262, 3.99128, -0.91778], [-6.58990, 3.86791, 0.47494], [-5.81022, 6.29761, -0.08085], [-7.44165, 6.32715, -0.62886], [-5.43373, 6.98259, -2.33365], [-7.00845, 6.11400, -2.79251], [8.60319, 3.92696, 1.52285], [7.81799, 4.64092, 0.47552], [8.37946, 5.58771, -0.42750], [6.81775, 3.47635, -0.44873], [5.78991, 3.11145, 0.71979], [5.22968, 4.34423, 1.38548], [6.33166, 5.40747, 1.24367], [7.35324, 2.65571, -0.92613], [6.34306, 4.14451, -1.16729], [5.11984, 2.47254, 0.14454], [6.37117, 2.41566, 1.32488], [5.07419, 4.23711, 2.45900], [4.26325, 4.54993, 0.92527], [6.63748, 5.95354, 2.13608], [6.08704, 6.12135, 0.45715], [2.35694, 3.99408, -3.28004], [3.02100, 3.98954, -4.54974], [4.18137, 3.13756, -4.74848], [1.82528, 3.64476, -5.98351], [2.11955, 4.72694, -7.06277], [2.44018, 6.08050, -6.24351], [3.55628, 5.63985, -5.23052], [0.89520, 3.85446, -5.45522], [1.85501, 2.56937, -6.15888], [2.88935, 4.22615, -7.64991], [1.28036, 4.97502, -7.71263], [1.59603, 6.47509, -5.67800], [2.79938, 6.92673, -6.82914], [3.93081, 6.31392, -4.46015], [4.54341, 5.45356, -5.65357], [-4.61973, -7.70608, -5.81624], [-4.63815, -6.32524, -4.95507], [-4.25689, -6.69710, -3.52824], [-2.90073, -7.03630, -3.17201], [-1.97223, -5.80767, -3.14118], [-5.22253, -7.66968, -2.93931], [-5.51012, -7.42620, -1.52380], [-5.01962, -7.46732, -6.80172], [-5.33010, -8.41357, -5.38852], [-3.72398, -8.30283, -5.98835], [-3.85617, -5.66809, -5.33556], [-5.52754, -5.70242, -5.05088], [-2.89766, -7.56159, -2.21695], [-2.52894, -7.83155, -3.81811], [-2.61155, -5.15432, -2.54745], [-1.10718, -5.92831, -2.48907], [-1.68725, -5.37139, -4.09854], [-4.86023, -8.66807, -3.18437], [-6.15369, -7.54357, -3.49170], [-5.52872, -6.34863, -1.36072], [-4.74883, -7.93650, -0.93377], [-6.40682, -7.95971, -1.20852], [7.46902, -1.50162, -2.81646], [6.80957, -1.92665, -1.44121], [7.52412, -3.05484, -0.94984], [8.96821, -2.73094, -0.70026], [9.68498, -3.99237, -0.27796], [6.78584, -3.94009, 0.06106], [6.27152, -3.05099, 1.29764], [8.37511, -0.96433, -2.53646], [6.84318, -0.71812, -3.24373], [7.60368, -2.22298, -3.62245], [6.81481, -1.17770, -0.64929], [5.77008, -2.13787, -1.69212], [9.53048, -2.42233, -1.58157], [9.12106, -1.89126, -0.02227], [9.60751, -4.29356, 0.76673], [9.61599, -4.78560, -1.02236], [10.75342, -3.78666, -0.34320], [7.33723, -4.84376, 0.32077], [6.00781, -4.32204, -0.59990], [7.05044, -2.40864, 1.70847], [5.93872, -3.61107, 2.17151], [5.46105, -2.34400, 1.12038], [-3.24944, -0.60289, -5.15690], [-3.66111, 0.14247, -6.39816], [-3.35928, -0.51731, -7.68078], [-3.45430, 0.44485, -8.77036], [-4.88699, 1.15453, -8.97805], [-4.18224, -1.69212, -8.01549], [-3.48305, -2.65863, -8.91236], [-2.17922, -0.72453, -4.98983], [-3.56006, -1.64765, -5.14785], [-3.63584, -0.03590, -4.30995], [-4.74788, 0.12669, -6.31577], [-3.22805, 1.13967, -6.31978], [-2.82434, 1.31140, -8.56951], [-3.19250, 0.04509, -9.75003], [-4.98572, 2.15783, -9.39249], [-5.68357, 0.47908, -9.29001], [-5.24001, 1.46578, -7.99489], [-5.16875, -1.50082, -8.43773], [-4.37872, -2.40027, -7.21049], [-4.12138, -3.53538, -9.02162], [-2.46987, -2.89735, -8.58895], [-3.42534, -2.23504, -9.91503], [-3.71305, 2.96109, 6.80310], [-4.89872, 3.17240, 5.88851], [-6.26758, 3.16236, 6.50141], [-7.13939, 3.07317, 5.37477], [-7.43281, 1.52504, 5.15448], [-6.56394, 4.34651, 7.39618], [-7.86796, 4.03762, 8.08024], [-3.85016, 3.67452, 7.61570], [-2.72570, 3.16786, 6.39018], [-3.79037, 1.93165, 7.15293], [-4.78749, 4.21068, 5.57596], [-4.78282, 2.52364, 5.02031], [-6.86183, 3.50426, 4.41289], [-8.12750, 3.45159, 5.63656], [-6.45492, 1.08831, 4.95175], [-7.98991, 1.29874, 4.24534], [-7.91130, 0.98398, 5.97081], [-5.72136, 4.60099, 8.03914], [-6.67728, 5.25237, 6.80064], [-8.76728, 3.67915, 7.57942], [-7.80182, 3.38797, 8.95299], [-8.43876, 4.84237, 8.54355]], "forces_ev_per_angstrom": [[0.926, 1.635, -0.426], [0.423, -0.881, 2.061], [0.036, -0.734, -0.795], [-0.241, -0.678, -0.449], [0.362, 0.894, -1.307], [-0.174, 0.912, 1.377], [-1.857, 0.138, 1.041], [-0.201, -0.273, -0.329], [0.338, 0.417, -0.139], [-0.562, 0.191, -0.165], [-0.074, -0.647, -0.018], [0.143, -0.550, -1.134], [0.193, -0.298, 0.280], [0.112, -0.072, 0.309], [0.580, -0.023, -0.322], [0.772, 0.040, -0.161], [-1.107, -1.776, 0.828], [0.288, 0.766, -0.188], [1.496, -0.336, -2.967], [-0.355, 1.263, 0.952], [-1.520, -0.782, 1.182], [1.295, -0.904, -0.563], [-0.558, 0.008, -0.613], [0.119, 0.527, 0.123], [-0.117, 0.123, 0.067], [-0.038, -0.503, -0.289], [-0.029, 0.147, -0.153], [0.333, 0.552, 0.556], [-0.583, 0.549, 0.782], [-0.001, 0.369, 0.438], [1.267, 0.210, -0.260], [0.708, -1.248, 1.234], [-0.306, 0.065, 0.398], [-1.250, -0.151, 0.884], [-1.233, 1.275, -0.213], [1.264, -0.093, -1.122], [-0.446, 0.731, -0.905], [-0.118, 0.363, -0.061], [0.543, -0.409, -0.131], [0.214, -0.593, -0.367], [-0.023, 0.686, 0.382], [-0.615, -0.172, 0.295], [-0.264, 0.042, -0.492], [0.078, -0.413, 0.085], [0.178, -0.298, 0.260], [0.924, -1.481, 2.217], [-1.388, 0.964, -2.185], [0.579, -0.146, 0.106], [-0.080, -1.680, -0.396], [-0.377, 0.342, 1.617], [0.135, 2.981, -1.297], [0.357, -0.083, -0.309], [-0.836, -0.405, -0.851], [0.373, -0.880, -0.065], [-0.185, 0.532, 0.274], [0.063, 0.682, -0.137], [0.582, -0.276, 0.294], [-0.039, -0.668, -0.269], [-0.594, -0.092, 0.396], [0.488, 0.133, 0.576], [-0.479, 0.862, 0.090], [-0.597, -1.957, 1.239], [-0.175, 0.240, 0.051], [1.916, -0.001, -0.243], [-0.607, -0.340, -1.925], [0.586, 0.797, -0.129], [0.066, -0.280, 0.654], [0.104, 0.118, 0.178], [-0.835, 0.109, 0.109], [-0.288, 0.047, 0.191], [0.302, 0.473, 0.010], [0.209, -0.378, 0.135], [-0.108, -0.240, 0.221], [-0.493, 0.232, -0.036], [0.443, 0.300, -0.532], [-1.145, 1.424, -1.990], [-0.318, -1.996, 2.223], [1.134, 0.810, -0.356], [-0.733, 1.083, 1.789], [1.367, -2.232, -2.447], [0.777, 0.006, 0.541], [0.239, 0.485, -1.046], [-0.037, 0.112, 0.313], [-0.058, -0.304, -0.322], [-0.826, 0.152, 0.617], [-0.232, 0.277, 0.586], [-0.240, -0.537, -0.126], [0.226, 0.656, -0.010], [-0.096, -0.216, -0.007], [-0.100, 0.258, 0.199], [-0.308, 0.345, 0.189], [1.161, 0.072, -2.904], [-0.394, 0.010, 0.468], [-0.397, 1.373, 2.002], [-0.394, 0.186, 1.393], [1.884, -1.567, 0.413], [-0.134, -0.043, 0.306], [-0.345, -0.021, -0.252], [0.363, 0.262, -0.512], [0.543, 1.119, -0.241], [-0.154, -0.552, 0.067], [-0.336, -0.485, -0.151], [0.064, -0.333, -0.359], [-1.182, 0.275, 0.523], [-0.373, -0.633, -0.874], [-1.545, 1.503, -0.127], [2.962, -2.901, 0.616], [-2.261, 0.907, 0.127], [0.750, -0.303, -1.210], [-0.923, -0.274, 1.227], [0.282, 0.837, -2.630], [0.471, -0.762, 1.378], [0.029, -0.073, -0.221], [-0.125, 0.137, 0.082], [0.515, 0.767, 0.462], [0.254, -0.080, -0.010], [-0.418, -0.732, 0.404], [-0.203, 0.542, 0.333], [0.388, -0.169, -0.605], [0.172, 0.841, -0.384], [0.276, -0.410, -0.376], [-0.186, -0.127, 0.075], [-0.134, -0.465, 0.348], [-0.047, -0.016, -0.209], [-0.200, -0.192, 0.393], [0.310, 0.572, 0.416], [-0.360, 0.422, -0.091], [-0.728, 1.870, 1.483], [0.243, -0.505, -1.776], [1.374, -1.897, 0.732], [-1.058, -1.293, 0.114], [1.799, 0.354, 0.267], [-0.083, 2.811, -0.739], [0.382, -0.812, -0.154], [0.330, -0.289, -0.588], [-0.184, 0.118, -0.076], [0.098, -0.474, 0.700], [-0.028, 0.993, -0.404], [-0.147, -0.447, 0.411], [-0.782, 0.025, -0.485], [-0.158, 0.072, 0.621], [-0.706, -0.329, -0.176], [-0.761, -0.209, 0.332], [0.319, 0.311, 0.054], [0.410, 0.522, 0.304], [-0.673, 0.109, 0.566], [0.500, -0.158, -0.296], [-0.036, -0.495, -0.160], [-0.129, -0.263, -0.719], [0.965, -0.689, 0.354], [-0.649, -1.347, -0.078], [-0.108, 0.174, -0.479], [-1.554, 1.936, -0.818], [-0.063, -0.554, 1.904], [0.277, -0.817, 1.032], [0.215, 0.248, -1.739], [0.316, 0.510, -0.301], [-0.678, 0.118, 0.101], [-0.165, -0.346, 0.173], [-0.334, 0.947, 0.069], [-0.265, 0.071, -0.551], [0.532, -0.331, 0.067], [0.362, -0.360, 0.291], [0.731, -0.379, -1.159], [0.173, 0.122, -0.585], [0.052, -0.377, 0.583], [-0.153, 0.584, -0.011], [-0.069, 0.986, 1.152], [0.262, -0.270, 0.111], [-0.181, -0.136, 0.157], [0.333, -0.088, -0.244], [-0.915, -0.348, 0.876], [0.462, 1.711, 0.370], [2.033, 0.459, 0.191], [-3.012, -2.714, 0.380], [0.960, 0.693, -0.962], [-0.374, -0.829, -1.794], [-1.645, 0.196, 2.267], [0.272, -0.321, 0.430], [-0.263, -0.150, -0.438], [0.468, 0.062, 0.437], [0.132, 0.282, -0.911], [-0.638, -0.049, 0.078], [0.551, 0.364, 0.102], [0.123, 0.531, -0.065], [0.051, -0.395, 0.285], [-0.296, 0.345, -0.105], [0.155, 0.496, 0.237], [-0.218, -0.635, 0.365], [-0.101, 0.236, -0.458], [0.783, -0.652, -1.204], [0.593, -0.451, -0.197], [0.887, 1.168, 0.098]], "lowdin_charge": [-0.3532, 0.7237, -0.3527, -0.2250, -0.2249, -0.2062, -0.1863, 0.0978, 0.0984, 0.1063, 0.1090, 0.1128, 0.1099, 0.1013, 0.0882, -0.3485, 0.6769, -0.3378, -0.1681, -0.1871, -0.2025, -0.2141, 0.0968, 0.0845, 0.1015, 0.0978, 0.0971, 0.1046, 0.1030, 0.0942, -0.3399, 0.6905, -0.3307, -0.1952, -0.1983, -0.2510, -0.2157, 0.0855, 0.0981, 0.1142, 0.1074, 0.1158, 0.1139, 0.1022, 0.1032, -0.3682, 0.6894, -0.3371, -0.1880, -0.2140, -0.1807, -0.2185, 0.0968, 0.0906, 0.1002, 0.1072, 0.1185, 0.1160, 0.0929, 0.0966, -0.3360, 0.6700, -0.3366, -0.2147, -0.1953, -0.2005, -0.2202, 0.0889, 0.0994, 0.1085, 0.1137, 0.1070, 0.1063, 0.1034, 0.1035, -0.3527, 0.6810, -0.3316, -0.2053, -0.2259, -0.1993, -0.2089, 0.1085, 0.0979, 0.1055, 0.1055, 0.1128, 0.1150, 0.1046, 0.0939, -0.3338, 0.6764, -0.3639, -0.2015, -0.1801, -0.1667, -0.2219, 0.0838, 0.0976, 0.1086, 0.1020, 0.1080, 0.1033, 0.0947, 0.0907, -0.0778, -0.1509, -0.2065, -0.2803, -0.0775, -0.3071, -0.1033, 0.0526, 0.0442, 0.0603, 0.0857, 0.1024, 0.1090, 0.1009, 0.0682, 0.0627, 0.0641, 0.1121, 0.1088, 0.0881, 0.0681, 0.0761, -0.0758, -0.2737, -0.2147, -0.2504, -0.1174, -0.1644, -0.0752, 0.0523, 0.0579, 0.0778, 0.1013, 0.1091, 0.0974, 0.1114, 0.0700, 0.0837, 0.0655, 0.0872, 0.0960, 0.0608, 0.0481, 0.0550, -0.1002, -0.2623, -0.1628, -0.2247, -0.0809, -0.2812, -0.1091, 0.0676, 0.0616, 0.0724, 0.1080, 0.1235, 0.1007, 0.0978, 0.0630, 0.0524, 0.0442, 0.1083, 0.1041, 0.0753, 0.0824, 0.0619, -0.0880, -0.2661, -0.1765, -0.2866, -0.0735, -0.2096, -0.1129, 0.0556, 0.0760, 0.0767, 0.1043, 0.1100, 0.1073, 0.0907, 0.0511, 0.0570, 0.0672, 0.1045, 0.1075, 0.0664, 0.0733, 0.0664]}